1.
{
  "formula": "C4H12NO2",
  "method": "wB97M-V/def2-TZVPD",
  "e_homo_ev": -14.499,
  "charge": 1,
  "total_energy_ha": -364.5921,
  "elements": ["O", "C", "C", "N", "C", "C", "H", "H", "H", "H", "H", "H", "H", "H", "H", "H", "H", "H", "O"],
  "coordinates": [[-1.220, -0.152, 2.527], [-0.895, -1.028, 1.781], [-0.512, -0.794, 0.338], [0.165, 0.530, 0.181], [1.445, 0.655, 0.952], [-1.656, -1.020, -0.626], [-0.974, -2.097, 2.043], [0.288, -1.492, 0.068], [0.331, 0.847, -0.791], [-0.419, 1.261, 0.603], [1.282, 0.807, 2.014], [1.951, 1.551, 0.602], [2.036, -0.235, 0.758], [-2.488, -0.405, -0.451], [-1.979, -2.058, -0.520], [-1.331, -0.947, -1.664], [1.411, 0.959, -3.151], [1.462, 2.255, -2.340], [1.104, 1.361, -2.325]],
  "lowdin_charge": [0.12, -0.20, -0.30, 0.03, 0.02, 0.00, 0.15, 0.16, 0.11, 0.18, 0.11, 0.10, 0.11, 0.08, 0.11, 0.10, 0.08, 0.07, -0.03]
}

---

2.
{
  "formula": "C4H12NO2",
  "method": "wB97M-V/def2-TZVPD",
  "e_homo_ev": -14.158,
  "charge": 1,
  "total_energy_ha": -364.3694,
  "elements": ["C", "C", "C", "N", "C", "H", "H", "H", "H", "H", "H", "H", "H", "H", "H", "O", "H", "H", "O"],
  "coordinates": [[-0.558, 0.794, 1.744], [0.101, -0.528, 1.700], [0.837, -1.100, 0.699], [1.302, 0.869, -0.756], [1.280, -0.524, -0.598], [-0.237, 1.464, 0.964], [-1.643, 0.662, 1.620], [-0.437, 1.227, 2.739], [-0.089, -1.094, 2.620], [1.133, -2.130, 0.861], [2.056, 1.208, -1.351], [2.228, -1.012, -0.857], [0.500, -0.959, -1.326], [-1.794, -1.739, -1.668], [-1.307, -0.275, -1.246], [-1.145, -1.256, -1.138], [-1.513, 1.891, -1.751], [0.325, 1.231, -1.072], [-1.040, 1.271, -1.184]],
  "lowdin_charge": [-0.04, -0.02, 0.00, 0.20, -0.19, 0.06, 0.13, 0.11, 0.14, 0.13, 0.14, 0.16, 0.20, 0.10, 0.01, -0.01, 0.05, 0.01, -0.19]
}

---

3.
{
  "formula": "C4H12NO2P",
  "method": "wB97M-V/def2-TZVPD",
  "e_homo_ev": -8.554,
  "total_energy_ha": -706.1555,
  "elements": ["C", "C", "C", "C", "N", "O", "O", "P", "H", "H", "H", "H", "H", "H", "H", "H", "H", "H", "H", "H"],
  "coordinates": [[2.321, -0.159, 0.474], [-0.622, -1.544, -0.740], [1.466, 0.407, -0.603], [-0.334, -0.217, -0.154], [-0.533, -0.339, 1.242], [-2.854, 0.574, -0.566], [-1.303, 2.308, 0.336], [-1.404, 1.111, -0.842], [3.341, 0.137, 0.232], [2.026, 0.096, 1.449], [2.305, -1.223, 0.369], [-0.825, -1.397, -1.799], [-1.468, -1.987, -0.066], [0.176, -2.234, -0.853], [1.255, 1.403, -0.770], [1.551, -0.091, -1.563], [-0.685, 0.564, 1.786], [0.479, -0.639, 1.542], [-3.044, 0.163, 0.331], [-1.849, 3.067, 0.193]],
  "lowdin_charge": [-0.14, -0.12, -0.12, -0.67, -0.03, -0.30, -0.29, 0.79, 0.08, 0.05, 0.07, 0.07, 0.12, 0.06, 0.03, 0.08, 0.09, 0.09, 0.10, 0.03]
}

---

4.
{
  "formula": "C4H12NO2S",
  "method": "wB97M-V/def2-TZVPD",
  "e_homo_ev": [-9.050, -9.015],
  "total_energy_ha": -762.7787,
  "multiplicity": 2,
  "elements": ["C", "C", "C", "S", "N", "C", "O", "H", "H", "H", "H", "H", "H", "H", "H", "H", "H", "H", "H", "O"],
  "coordinates": [[0.678, 0.302, 1.429], [-0.540, 0.513, 0.467], [-0.432, 1.414, -0.777], [-0.038, 3.158, -0.295], [-1.170, -0.763, 0.196], [-0.660, -1.619, -0.892], [0.661, -1.793, -0.788], [0.620, 0.991, 2.280], [1.651, 0.550, 0.836], [0.683, -0.712, 1.808], [-1.342, 1.129, 0.863], [-1.443, 1.331, -1.194], [0.142, 0.994, -1.620], [1.345, 2.261, 1.155], [-2.160, -0.613, -0.025], [-1.040, -1.385, -1.913], [-1.190, -2.592, -0.726], [1.023, -2.868, 0.122], [0.860, -4.383, 0.325], [1.260, -3.651, 0.798]],
  "lowdin_charge": [-0.10, -0.49, -0.62, 0.56, -0.02, -0.33, 0.00, 0.05, 0.09, 0.07, 0.11, 0.07, 0.07, 0.18, 0.12, 0.16, 0.17, 0.00, 0.02, -0.10]
}

---

5.
{
  "formula": "C4H12NO3",
  "method": "wB97M-V/def2-TZVPD",
  "e_homo_ev": -3.078,
  "charge": -1,
  "total_energy_ha": -440.0456,
  "elements": ["C", "O", "C", "C", "C", "O", "N", "H", "H", "H", "H", "H", "H", "H", "H", "H", "H", "H", "H", "O"],
  "coordinates": [[1.390, -0.166, 0.569], [0.688, -0.868, 1.383], [0.689, 0.078, -0.787], [-0.704, 0.479, -0.652], [-1.446, 0.905, -1.936], [-2.540, 1.819, -1.795], [0.570, -1.212, -1.456], [1.655, 0.871, 0.957], [2.463, -0.418, 0.342], [1.249, 0.806, -1.439], [-1.343, -0.258, -0.088], [-0.823, 1.340, -0.091], [-0.644, 1.359, -2.561], [-1.860, -0.009, -2.479], [-2.806, 1.606, -0.921], [0.004, -1.971, -0.937], [1.577, -1.512, -1.574], [0.489, -1.318, 4.274], [1.039, -0.437, 3.147], [1.280, -0.870, 3.963]],
  "lowdin_charge": [-0.56, -0.26, -0.45, -0.22, -0.27, -0.08, -0.01, 0.08, 0.08, 0.14, 0.13, 0.09, 0.11, 0.12, 0.04, 0.11, 0.07, 0.01, -0.03, -0.11]
}

---

6.
{
  "formula": "C4H12NO3",
  "method": "wB97M-V/def2-TZVPD",
  "e_homo_ev": [-3.536, -7.294],
  "total_energy_ha": -439.9255,
  "multiplicity": 2,
  "elements": ["O", "C", "C", "C", "C", "O", "N", "H", "H", "H", "H", "H", "H", "H", "H", "H", "H", "H", "H", "O"],
  "coordinates": [[2.330, -1.400, -0.075], [1.101, -1.683, -0.110], [0.120, -0.642, 0.365], [-0.422, 0.180, -0.881], [-1.627, -0.531, -1.496], [-2.291, -1.393, -0.585], [0.524, 0.263, 1.518], [0.682, -2.603, -0.526], [-0.765, -1.281, 0.735], [0.414, 0.119, -1.616], [-0.702, 1.156, -0.528], [-1.450, -1.070, -2.445], [-2.391, 0.179, -1.833], [-3.181, -1.584, -0.894], [1.350, -0.137, 1.953], [0.751, 1.197, 1.160], [-0.084, 0.257, 2.334], [2.500, 2.735, 1.381], [1.478, 3.572, 0.639], [1.665, 2.666, 0.903]],
  "lowdin_charge": [-0.17, -0.42, -0.31, -0.12, -0.26, -0.10, 0.20, 0.08, 0.13, 0.13, 0.09, 0.12, 0.11, 0.09, 0.14, 0.08, 0.15, 0.07, 0.07, -0.04]
}

---

7.
{
  "formula": "C4H12NOP",
  "method": "wB97M-V/def2-TZVPD",
  "e_homo_ev": -9.368,
  "smiles": "C[PH](C)=O.[H]/N=C\\C",
  "total_energy_ha": -630.9082,
  "elements": ["C", "C", "C", "C", "N", "O", "P", "H", "H", "H", "H", "H", "H", "H", "H", "H", "H", "H", "H"],
  "coordinates": [[-2.374, 1.205, 0.489], [1.007, -0.929, 1.026], [3.129, -0.304, -0.787], [-2.492, -0.168, -0.134], [-3.106, -0.463, -1.181], [1.025, 1.480, -0.187], [1.417, 0.107, -0.369], [-2.087, 1.313, 1.511], [-1.449, 1.495, 0.092], [-3.160, 1.830, 0.077], [0.085, -0.447, 1.529], [0.883, -2.030, 1.188], [1.766, -0.682, 1.778], [3.048, -1.451, -0.775], [3.460, 0.132, -1.652], [3.717, 0.077, 0.049], [0.615, -0.474, -1.319], [-1.587, -0.747, 0.120], [-3.896, 0.055, -1.453]],
  "lowdin_charge": [-0.07, -0.24, -0.19, -0.31, 0.08, -0.38, 0.50, 0.06, 0.03, 0.08, 0.06, 0.07, 0.04, 0.09, 0.01, 0.05, 0.02, 0.07, 0.02]
}

---

8.
{
  "formula": "C4H12NOS",
  "method": "wB97M-V/def2-TZVPD",
  "e_homo_ev": -2.849,
  "charge": -1,
  "total_energy_ha": -687.8018,
  "elements": ["C", "O", "C", "N", "H", "H", "H", "H", "H", "H", "H", "C", "C", "S", "H", "H", "H", "H", "H"],
  "coordinates": [[1.703, 0.407, 0.789], [1.551, -0.778, 0.008], [0.945, 1.619, 0.225], [1.277, 2.862, 0.871], [1.380, 0.235, 1.833], [2.790, 0.600, 0.765], [0.593, -1.051, 0.207], [1.107, 1.656, -0.865], [-0.124, 1.423, 0.388], [0.522, 3.429, 1.178], [2.065, 3.422, 0.483], [-1.583, -1.534, -1.495], [-1.901, -2.073, -0.098], [-1.158, -0.998, 1.191], [-0.504, -1.549, -1.714], [-1.919, -0.480, -1.535], [-2.101, -2.083, -2.310], [-1.653, -3.138, 0.077], [-2.992, -1.971, 0.003]],
  "lowdin_charge": [-0.34, -0.21, -0.32, -0.03, 0.09, 0.10, -0.08, 0.10, 0.06, 0.03, 0.07, -0.24, -0.76, 0.31, 0.05, 0.06, 0.05, 0.04, 0.02]
}

---

9.
{
  "formula": "C4H12NOSi",
  "method": "wB97M-V/def2-TZVPD",
  "e_homo_ev": -2.111,
  "charge": -1,
  "total_energy_ha": -579.0183,
  "elements": ["C", "C", "C", "C", "N", "O", "Si", "H", "H", "H", "H", "H", "H", "H", "H", "H", "H", "H", "H"],
  "coordinates": [[2.966, 0.097, 0.145], [-0.141, 1.501, 0.392], [-0.778, -1.753, 1.127], [-1.846, -0.442, -1.432], [1.575, -0.899, 0.323], [1.121, -1.083, -0.987], [-0.232, -0.446, -0.159], [2.991, 0.602, 1.077], [3.801, -0.652, 0.192], [2.821, 0.756, -0.689], [-0.863, 2.134, -0.119], [-0.086, 1.595, 1.515], [0.782, 1.663, -0.219], [-1.664, -1.479, 1.645], [-1.018, -2.701, 0.465], [-0.049, -1.961, 1.846], [-1.961, 0.599, -1.867], [-1.505, -1.212, -2.240], [-2.717, -0.784, -0.814]],
  "lowdin_charge": [-0.12, -0.19, -0.21, -0.23, -0.28, -0.35, 0.32, 0.00, 0.04, 0.01, -0.03, 0.02, -0.01, -0.02, 0.06, -0.03, -0.01, 0.02, -0.01]
}

---

10.
{
  "formula": "C4H12NP",
  "method": "wB97M-V/def2-TZVPD",
  "e_homo_ev": [-7.864, -7.863],
  "total_energy_ha": -555.6134,
  "elements": ["C", "C", "C", "C", "N", "P", "H", "H", "H", "H", "H", "H", "H", "H", "H", "H", "H", "H"],
  "coordinates": [[0.104, 1.434, 2.293], [-0.646, -0.945, -2.836], [-0.987, 0.708, 1.403], [-0.444, -0.308, 0.392], [2.048, -0.727, -0.704], [0.670, 0.351, -0.918], [0.936, 1.687, 1.688], [-0.344, 2.392, 2.682], [0.487, 0.865, 3.102], [-0.961, -1.625, -2.065], [0.150, -1.249, -3.473], [-1.397, -0.379, -3.417], [-1.496, 0.072, 2.173], [-1.627, 1.520, 0.951], [0.091, -0.951, 1.007], [-1.217, -0.820, -0.024], [1.859, -1.659, -0.960], [2.775, -0.366, -1.294]],
  "lowdin_charge": [-0.12, -0.08, -0.30, -0.47, -0.25, 0.92, 0.02, 0.08, 0.05, -0.05, -0.05, -0.01, 0.11, 0.11, 0.05, 0.01, 0.00, -0.01]
}

---

11.
{
  "formula": "C4H12NS2",
  "method": "wB97M-V/def2-TZVPD",
  "e_homo_ev": -12.514,
  "charge": 1,
  "total_energy_ha": -1010.4677,
  "elements": ["C", "C", "C", "N", "H", "H", "H", "H", "H", "H", "H", "H", "C", "S", "S", "H", "H", "H", "H"],
  "coordinates": [[1.395, 2.335, -0.210], [1.511, 1.146, 0.726], [-0.427, 0.641, 2.099], [0.188, 0.567, 0.995], [0.883, 2.075, -1.136], [0.848, 3.164, 0.241], [2.396, 2.686, -0.453], [2.114, 0.352, 0.284], [1.972, 1.405, 1.675], [-1.421, 0.223, 2.205], [0.048, 1.118, 2.949], [-0.305, 0.147, 0.183], [-1.055, -3.154, -1.147], [-1.242, -2.134, -2.634], [-1.307, -0.236, -1.829], [-0.158, -2.895, -0.584], [-0.948, -4.188, -1.469], [-1.929, -3.033, -0.512], [-2.565, -0.220, -1.382]],
  "lowdin_charge": [-0.06, -0.18, 0.18, 0.02, 0.07, 0.09, 0.09, 0.14, 0.13, 0.13, 0.13, 0.03, -0.47, 0.43, 0.36, 0.02, 0.04, 0.03, -0.16]
}

---

12.
{
  "formula": "C4H12NS2",
  "method": "wB97M-V/def2-TZVPD",
  "e_homo_ev": -13.030,
  "charge": 1,
  "smiles": "CSSC[C@H](C)[NH3+]",
  "total_energy_ha": -1010.4684,
  "elements": ["N", "C", "C", "C", "S", "S", "C", "H", "H", "H", "H", "H", "H", "H", "H", "H", "H", "H", "H"],
  "coordinates": [[1.528, -1.294, -0.522], [1.655, 0.189, -0.910], [2.480, 0.319, -2.195], [0.192, 0.678, -1.170], [-0.507, 1.246, 0.413], [-0.994, -0.549, 1.439], [-2.821, -0.776, 1.394], [2.377, -1.524, -0.002], [0.703, -1.373, 0.084], [1.597, -1.840, -1.386], [2.032, 0.842, -0.076], [3.575, 0.265, -2.232], [2.421, 1.390, -2.439], [2.104, -0.287, -3.069], [0.219, 1.279, -2.057], [-0.355, -0.197, -1.593], [-3.162, 0.012, 2.085], [-3.003, -1.791, 1.742], [-3.320, -0.614, 0.419]],
  "lowdin_charge": [0.20, -0.40, -0.06, -0.52, 0.58, 0.49, -0.40, 0.17, 0.03, 0.17, 0.15, 0.09, 0.10, 0.11, 0.08, 0.10, 0.04, 0.04, 0.05]
}